DFT (ωB97M-V with the def2-TZVPD basis set) results for a structure of composition C18H31O15Pd2.

```
! wB97M-V def2-TZVPD RIJCOSX def2/J DEFGRID3
* xyz 2 6
Pd -8.3422 26.2753 -5.0839
Pd -9.0828 22.9150 -5.2293
C -11.2281 20.7330 -1.9842
C -10.5675 21.7411 -2.8555
O -10.5750 21.5644 -4.2487
H -12.2962 20.6339 -2.1777
H -11.3678 21.0986 -0.9668
H -10.8044 19.7293 -1.9528
H -9.5403 21.7738 -2.4925
H -10.9005 22.7473 -2.6011
C -5.7764 23.6551 -2.7547
C -7.1511 24.3689 -2.6939
O -7.9685 24.3202 -3.8714
H -5.2086 23.9202 -3.6465
H -5.8377 22.5722 -2.8622
H -5.0698 24.0040 -2.0016
H -7.0080 25.4121 -2.4122
H -7.5889 23.8131 -1.8648
C -12.2542 25.9969 -5.7961
C -11.3216 25.0657 -6.3745
O -10.0305 24.9018 -5.7863
H -11.9165 27.0074 -6.0263
H -12.1106 25.8423 -4.7268
H -13.3003 25.7973 -6.0287
H -11.2404 25.2013 -7.4530
H -11.8623 24.1425 -6.1661
C -3.4647 26.9722 -1.6226
C -3.5683 28.4783 -1.7122
O -2.3017 28.9494 -2.0094
C -1.4513 27.9145 -2.1812
O -0.3074 27.8812 -2.5006
O -2.0490 26.7697 -1.8735
H -4.0068 26.3285 -2.3153
H -3.7532 26.7438 -0.5966
H -4.0027 29.1125 -0.9394
H -4.2136 28.7466 -2.5487
C -5.7282 25.6193 2.2930
C -6.8397 25.5997 1.2873
O -7.4431 26.8400 1.5251
C -6.8311 27.6453 2.3325
O -7.2409 28.7215 2.6919
O -5.7691 27.0145 2.7043
H -4.8557 25.2723 1.7394
H -6.0827 24.8344 2.9611
H -7.6160 24.8685 1.5124
H -6.5045 25.5090 0.2541
C -2.8498 25.0105 -5.1037
C -2.9732 23.4908 -5.3382
O -1.7985 22.9729 -4.7005
C -1.1132 24.0158 -4.1810
O 0.0213 23.9159 -3.7427
O -1.6914 25.1407 -4.2311
H -3.6543 25.3339 -4.4433
H -2.7675 25.5928 -6.0214
H -2.9379 23.3018 -6.4111
H -3.8815 23.0295 -4.9504
C -7.2293 20.1762 -0.9637
C -7.6520 19.5633 0.3655
O -7.0633 20.3758 1.2460
C -7.1116 21.5479 0.8169
O -6.8794 22.5386 1.4531
O -7.3929 21.4452 -0.4571
H -7.9611 19.8227 -1.6900
H -6.1820 20.1273 -1.2616
H -7.2746 18.5434 0.4391
H -8.7136 19.4115 0.5606
*
```

Calculated values
**Energy**: -56810.9203 eV
**⟨S²⟩**: 8.77
**E_HOMO (spin up / spin down)**: -14.1 / -14.1 eV
**Lowest unoccupied orbital energy (spin up / spin down)**: -0.2408 / -0.4322 hartree
**Gap between HOMO and LUMO (spin up / spin down)**: 7.5 / 2.3 eV